# 1
Below is C29H54N3OOsP2 as an isolated structure at a distorted geometry, with properties calculated with ωB97M-V with the def2-TZVPD basis set.

Computed properties:
HOMO energy (spin up / spin down): -14.887 / -18.139 eV
energy relative to the best compared isomer or geometry (same formula, charge and spin): 0.0 kJ/mol

The geometry in ORCA input format:
```
! wB97M-V def2-TZVPD RIJCOSX def2/J DEFGRID3
* xyz 3 5
C -0.6127 -2.4489 -1.9056
C 1.6277 -2.4637 -1.0343
C -0.4548 -3.6921 -2.5097
C 1.7935 -3.7739 -1.6133
C 0.7830 -4.3667 -2.3364
H -1.2730 -4.1323 -3.0854
H 2.7560 -4.2756 -1.4752
H 0.9332 -5.3571 -2.7808
N 0.3709 -1.8472 -1.1750
P -2.3005 -0.7755 -0.4511
P 2.4709 -0.0716 -0.0314
C -1.9157 -1.6907 -2.0407
H -1.7902 -0.9061 -2.8067
H -2.7279 -2.3582 -2.3750
C -0.2180 1.6438 0.9810
O -0.3150 2.6570 1.5719
C 2.6705 -1.8016 -0.3739
H 3.6531 -2.2855 -0.3575
C 3.3204 0.8522 -1.5109
C 3.4959 0.3265 1.5417
C -3.6776 0.5214 -0.9021
C -3.0283 -2.1532 0.6661
C 2.9072 2.3368 -1.5195
H 3.3965 2.9017 -0.7123
H 3.2104 2.8019 -2.4770
H 1.8198 2.4558 -1.3959
C 4.8557 0.7434 -1.5422
H 5.3398 1.3152 -0.7341
H 5.1860 -0.3080 -1.4822
H 5.2250 1.1537 -2.5024
C 2.7980 0.1312 -2.7740
H 3.0894 0.7113 -3.6713
H 3.2387 -0.8751 -2.8555
H 1.7050 0.0090 -2.7689
C 3.7304 1.8436 1.6721
H 2.7819 2.4032 1.5971
H 4.1682 2.0542 2.6659
H 4.4320 2.2308 0.9159
C 2.7030 -0.1354 2.7751
H 1.7754 0.4434 2.9016
H 2.4516 -1.2054 2.7158
H 3.3284 0.0222 3.6743
C 4.8334 -0.4438 1.5497
H 5.4917 -0.1865 0.7085
H 5.3739 -0.2041 2.4852
H 4.6549 -1.5319 1.5361
C -3.2997 -1.5470 2.0587
H -3.6798 -2.3392 2.7303
H -2.3862 -1.1333 2.5084
H -4.0602 -0.7488 2.0197
C -1.9659 -3.2756 0.7633
H -1.9446 -3.8805 -0.1573
H -0.9495 -2.9040 0.9428
H -2.2415 -3.9385 1.6040
C -4.3090 -2.8219 0.1165
H -4.4532 -3.7779 0.6528
H -5.2135 -2.2206 0.2742
H -4.2255 -3.0625 -0.9579
C -3.6800 0.7642 -2.4234
H -4.0223 -0.1223 -2.9834
H -4.3751 1.5945 -2.6510
H -2.6843 1.0462 -2.7919
C -3.2881 1.8264 -0.1778
H -2.3091 2.1972 -0.5177
H -4.0521 2.6002 -0.3827
H -3.2241 1.6834 0.9139
C -5.1209 0.1543 -0.5083
H -5.5016 -0.7060 -1.0795
H -5.2313 -0.0529 0.5670
H -5.7673 1.0207 -0.7443
Os 0.0000 0.0000 0.0000
N -0.1873 1.0767 -1.8166
C -0.2728 1.7197 -2.7933
C -0.3878 2.5169 -4.0298
C 0.7241 2.0933 -5.0225
C -1.7811 2.2435 -4.6544
C -0.2266 4.0181 -3.6759
H 1.7234 2.2815 -4.6002
H 0.6444 1.0242 -5.2728
H 0.6142 2.6846 -5.9480
H -2.5920 2.5489 -3.9732
H -1.8746 2.8216 -5.5896
H -1.9017 1.1730 -4.8882
H -0.2992 4.6132 -4.6024
H -1.0119 4.3533 -2.9806
H 0.7561 4.2073 -3.2132
N 0.1527 -1.0313 1.7904
H -0.5938 -1.5571 2.1944
H 0.1104 -0.3795 2.5850
H 0.8657 -1.7784 1.6970
*
```

These are the Mulliken partial charges, in e, on atoms 1 to 2:
1. C -0.231
2. C 0.336

# 2
Below is a 2-piece molecular cluster, C29H55FN2O3P overall at a distorted geometry, with properties calculated with ωB97M-V with the def2-TZVPD basis set.

Computed properties:
HOMO energy: -9.890 eV
energy relative to the best compared isomer or geometry (same formula, charge and spin): 17.8 kJ/mol

The geometry in ORCA input format:
```
! wB97M-V def2-TZVPD RIJCOSX def2/J DEFGRID3
* xyz 1 1
C -2.5197 1.8622 1.2904
C -1.4436 0.7978 1.6722
C -2.0224 -0.5380 2.2606
C -1.6897 -1.7718 1.3364
C -2.9843 -2.3909 0.7141
C -3.6872 -1.3065 -0.1525
C -4.0300 -1.6654 -1.6333
C -3.1561 -2.7150 -2.3439
C -1.6581 -2.3628 -2.6192
C -1.1925 -0.8986 -2.4268
C -1.0515 -0.0108 -3.7175
C -2.2870 0.7670 -4.2081
F -2.8642 1.4297 -3.1075
C -3.4011 -0.1427 -4.8259
C -4.8350 0.4318 -4.6113
C -0.4262 -0.6372 -5.0157
O -0.8572 -1.3873 -5.7908
O 0.8999 -0.2167 -5.2159
C 1.3573 0.0744 -3.9046
N 2.7172 0.6033 -3.7298
C 3.2844 0.1484 -2.7892
O 3.8829 -0.2065 -1.9104
C 0.1841 0.9097 -3.3443
P 0.0841 2.7213 -3.9053
C -0.8067 3.5412 -2.4665
C 1.7703 3.4904 -3.8833
H -3.5007 1.3945 1.1104
H -2.5983 2.7009 1.9943
H -2.2346 2.2944 0.3122
H -0.7721 1.2751 2.4131
H -0.8179 0.5929 0.7860
H -1.7068 -0.7047 3.3021
H -3.1189 -0.4104 2.2847
H -1.2570 -2.5306 2.0185
H -0.9860 -1.5114 0.5297
H -3.6328 -2.6074 1.5842
H -2.8034 -3.3553 0.2237
H -3.1341 -0.3518 -0.1330
H -4.6474 -1.0715 0.3436
H -4.0112 -0.7270 -2.2133
H -5.0697 -2.0392 -1.6514
H -3.6353 -2.9241 -3.3191
H -3.1754 -3.6918 -1.8297
H -1.4074 -2.7383 -3.6264
H -1.0464 -2.9859 -1.9371
H -0.1698 -0.9541 -2.0164
H -1.7687 -0.2976 -1.7106
H -2.0466 1.5016 -4.9921
H -3.3003 -1.1997 -4.5497
H -3.2341 -0.1026 -5.9169
H -4.7786 1.5313 -4.6393
H -5.3276 0.0613 -3.7056
H -5.4251 0.1532 -5.5002
H 1.4043 -0.9448 -3.4548
H 0.3833 1.0543 -2.2595
H -1.8451 3.7872 -2.7031
H -0.7192 2.8747 -1.5863
H -0.2270 4.4442 -2.2041
H 2.3744 3.2844 -2.9813
H 2.3407 3.1058 -4.7455
H 1.6916 4.5784 -4.0239
C 3.5991 1.2090 1.1475
C 2.4321 0.2687 1.4442
C 1.9522 0.1708 2.8857
N 2.9315 -0.3824 3.9175
C 2.0777 -0.8522 5.0911
C 2.8988 -1.2610 6.3018
C 3.8338 -0.1482 6.7462
C 4.7022 0.3138 5.5870
C 3.8627 0.7199 4.3868
C 3.6826 -1.5448 3.3496
H 4.5556 0.7941 1.4691
H 3.6765 1.3619 0.0725
H 3.4589 2.1853 1.6163
H 2.6539 -0.7246 1.0473
H 1.5750 0.6241 0.8663
H 1.0913 -0.5012 2.9020
H 1.6176 1.1413 3.2539
H 1.4169 -0.0214 5.3461
H 1.4736 -1.6862 4.7331
H 2.2188 -1.5148 7.1172
H 3.4687 -2.1700 6.0941
H 4.4601 -0.4916 7.5703
H 3.2476 0.6957 7.1250
H 5.4103 -0.4723 5.3102
H 5.3051 1.1673 5.9015
H 4.5117 0.9864 3.5577
H 3.2384 1.5783 4.6386
H 4.3409 -1.1906 2.5608
H 2.9607 -2.2598 2.9594
H 4.2815 -2.0083 4.1265
*
```

These are the Mulliken partial charges, in e, on atoms 1 to 2:
1. C -1.180
2. C 1.069

# 3
Below is C29H56Cl2F4N2O29PdS4 as an isolated structure at a distorted geometry, with properties calculated with ωB97M-V with the def2-TZVPD basis set.

Computed properties:
HOMO energy (spin up / spin down): -9.222 / -9.215 eV

The geometry in ORCA input format:
```
! wB97M-V def2-TZVPD RIJCOSX def2/J DEFGRID3
* xyz 0 3
Pd -7.8911 -3.5567 14.4787
N -9.4708 -0.4578 13.2737
S -9.8270 0.9825 13.7904
O -11.1302 1.0695 14.4512
O -9.3507 2.1252 13.0826
F -8.8523 0.8457 15.0448
S -10.3866 -0.1516 11.8822
O -9.7568 0.3809 10.6536
O -11.8091 0.1082 12.0717
F -10.3423 -1.7065 11.6400
N -6.5462 -4.5799 17.5700
S -5.5483 -5.9539 17.8650
O -6.1291 -7.0839 18.5772
O -4.0852 -5.8265 17.9558
F -5.6382 -6.3850 16.2995
S -6.1488 -3.9976 18.9455
O -4.9555 -3.1901 18.8524
O -6.4430 -4.6425 20.2419
F -7.2355 -2.7935 18.9609
Cl -7.5654 -14.8763 19.9073
C -6.9244 -13.4453 18.8598
C -6.2442 -14.0957 17.5386
Cl -6.4416 -12.7726 16.3468
H -6.3580 -12.7006 19.4189
H -7.8839 -12.9992 18.5982
H -6.8009 -14.9949 17.2749
H -5.2035 -14.3662 17.7169
C -5.0225 3.3156 20.7078
C -4.0695 3.8690 19.5813
O -2.8292 3.4072 19.8646
C -2.9762 2.2827 20.6604
O -1.9774 1.6307 21.0956
O -4.3111 2.1208 20.8133
H -6.0303 3.1846 20.3136
H -5.0539 3.8878 21.6350
H -4.0712 4.9590 19.5756
H -4.4297 3.4765 18.6304
C -11.6806 -7.1670 25.2153
C -10.6412 -6.4937 24.2389
O -11.3205 -5.9725 23.1339
C -11.7806 -4.7350 23.0120
O -12.0483 -3.9076 23.8571
O -11.8692 -4.4709 21.6781
C -12.4981 -3.2546 21.3022
H -12.1305 -8.1129 24.9136
H -12.5746 -6.5766 25.4156
H -11.2065 -7.4129 26.1655
H -10.0222 -7.3147 23.8769
H -10.0280 -5.6949 24.6560
H -12.3562 -2.3925 21.9540
H -13.5334 -3.2900 20.9629
H -12.0891 -2.7344 20.4360
C -8.6377 -6.4682 8.1861
C -8.2797 -7.2252 9.4913
O -6.9238 -7.3595 9.5432
C -6.2355 -6.5363 10.2346
O -6.6290 -5.6465 11.0121
O -5.0358 -6.9360 10.0616
C -3.9843 -6.2273 10.5670
H -8.5714 -5.4278 8.5043
H -9.6296 -6.6576 7.7756
H -7.8674 -6.4679 7.4149
H -8.5999 -8.2513 9.3106
H -8.7954 -6.9037 10.3962
H -4.2331 -6.0756 11.6173
H -3.9933 -5.3026 9.9899
H -3.0399 -6.7706 10.5996
C -2.9303 -14.7435 25.7899
C -4.0073 -14.4888 24.7478
O -5.1444 -13.9571 25.3283
C -5.5230 -12.7247 25.2125
O -6.2277 -12.1793 26.0792
O -4.9625 -12.1120 24.1685
C -5.2720 -10.7863 23.8308
H -2.0943 -15.2789 25.3399
H -3.3455 -15.2420 26.6658
H -2.5396 -13.7950 26.1584
H -4.3236 -15.4487 24.3396
H -3.6759 -13.9956 23.8340
H -4.3640 -10.3024 23.4711
H -5.6844 -10.1047 24.5748
H -6.0386 -10.8290 23.0571
C -4.2092 2.1075 10.2714
C -3.2843 1.3617 11.3307
O -4.0391 0.4474 12.1496
C -3.5839 -0.0721 13.1796
O -4.0834 -1.0574 13.6989
O -2.4151 0.4863 13.6225
C -1.7599 -0.0139 14.7639
H -3.5502 2.6301 9.5779
H -4.8558 2.8780 10.6913
H -4.6916 1.3255 9.6852
H -2.8521 2.1484 11.9491
H -2.4287 0.8568 10.8822
H -2.4212 -0.5093 15.4748
H -1.3020 0.8777 15.1921
H -0.8831 -0.6156 14.5245
C 0.3695 -9.9664 17.5892
C -0.0620 -10.5045 18.9464
O 0.8510 -9.9716 19.8178
C 1.2896 -10.7176 20.8844
O 0.9206 -11.8405 21.1402
O 2.2036 -9.9092 21.5472
C 2.9721 -10.3711 22.6560
H -0.4012 -9.9126 16.8203
H 1.1291 -10.6373 17.1879
H 0.6941 -8.9378 17.7462
H -0.2345 -11.5758 18.8435
H -0.9924 -9.9827 19.1705
H 3.2906 -9.4714 23.1823
H 3.8756 -10.8646 22.2979
H 2.3908 -11.0992 23.2218
C -15.1812 -3.8622 15.5034
C -13.7767 -4.2139 15.2293
O -13.5857 -5.4963 15.7521
C -12.5456 -6.1018 15.4305
O -11.5972 -5.6457 14.7770
O -12.5644 -7.2114 16.0756
C -11.6391 -8.2427 16.0322
H -15.9337 -4.6043 15.2367
H -15.4719 -3.0425 14.8464
H -15.2577 -3.6140 16.5620
H -13.0402 -3.4996 15.5974
H -13.6385 -4.1081 14.1533
H -12.1366 -9.1665 16.3275
H -10.7077 -8.2606 16.5981
H -11.3291 -8.4196 15.0022
*
```

These are the Mulliken partial charges, in e, on atoms 1 to 2:
1. Pd 0.968
2. N 0.088

# 4
Below is a 4-piece molecular cluster, C29H56F7N3O13P2 overall at a distorted geometry, with properties calculated with ωB97M-V with the def2-TZVPD basis set.

Computed properties:
SMILES string: CCCCO[C@@](N)(C#N)[C@@](C#N)(PP(=O)(O)O)C(F)(F)C(F)(F)C(F)(F)F.COCCOCCOC.COCCOCCOC.COCCOCCOC
HOMO energy: -8.982 eV

The geometry in ORCA input format:
```
! wB97M-V def2-TZVPD RIJCOSX def2/J DEFGRID3
* xyz 0 1
C 5.7382 0.4215 -1.6485
C 4.8821 1.3951 -2.6367
C 3.3273 1.4569 -2.1350
C 2.4334 1.6017 -3.4636
O 1.0018 1.6391 -3.2682
C 0.4182 0.4204 -2.8188
N 1.2396 -0.8032 -2.9756
C 0.2546 0.5831 -1.1921
N 0.2812 0.7454 0.0143
C -1.0893 0.1316 -3.3592
C -0.9904 -0.7513 -4.7287
N -0.7955 -1.4254 -5.7145
P -1.9997 -1.0674 -2.1336
P -3.0918 -2.6237 -3.2713
O -4.0561 -3.4356 -2.3893
O -3.9703 -2.0016 -4.5829
O -1.8735 -3.7392 -3.8108
C -1.9555 1.4068 -3.7759
F -1.3561 2.1427 -4.8771
F -3.1747 0.8791 -4.3762
C -2.3298 2.4866 -2.6718
F -1.2063 3.1859 -2.0913
F -3.0591 3.5331 -3.3715
C -3.2763 2.0509 -1.4587
F -2.6084 1.5499 -0.3062
F -4.3177 1.1401 -1.7662
F -3.9391 3.2602 -1.0117
H 6.8326 0.3902 -2.0234
H 5.3471 -0.6584 -1.6651
H 5.6981 0.7822 -0.5546
H 5.3900 2.4393 -2.5927
H 4.9600 0.9384 -3.6899
H 3.1705 2.3601 -1.4254
H 3.0900 0.4786 -1.5895
H 2.7947 0.8240 -4.2507
H 2.7238 2.6271 -3.9312
H 1.6072 -0.9395 -3.9261
H 0.7576 -1.6587 -2.6687
H -1.0220 -1.8537 -1.4027
H -4.9049 -1.7941 -4.3405
H -1.1675 -3.6514 -3.1127
C 9.2561 -1.4143 3.4431
O 8.1950 -0.6534 3.9945
C 7.8451 0.4847 3.2150
C 6.3358 0.5806 3.0077
O 5.7584 -0.4329 2.1800
C 5.7385 -1.7666 2.6965
C 4.8680 -1.9795 3.9342
O 5.4620 -1.3784 5.0802
C 4.5457 -0.6813 5.9025
H 10.2151 -0.9631 3.7154
H 9.2053 -2.4201 3.8651
H 9.1765 -1.5008 2.3550
H 8.3503 0.4752 2.2395
H 8.1880 1.3677 3.7653
H 6.1359 1.5241 2.4886
H 5.8030 0.6508 3.9553
H 6.7532 -2.1306 2.8518
H 5.3196 -2.3786 1.8905
H 4.7818 -3.0534 4.1352
H 3.8643 -1.5793 3.7441
H 3.7958 -0.1410 5.3168
H 5.1067 0.0496 6.4884
H 4.0551 -1.3798 6.5850
C -9.8150 8.4431 -2.1976
O -9.3665 7.3809 -1.3732
C -10.2745 6.2866 -1.3098
C -9.5624 4.9533 -1.5224
O -9.0470 4.7289 -2.8376
C -7.9429 5.5359 -3.2564
C -6.6428 5.3259 -2.4807
O -6.7420 5.8686 -1.1687
C -6.1935 5.0388 -0.1620
H -10.5059 9.0801 -1.6369
H -8.9449 9.0348 -2.4893
H -10.2961 8.0787 -3.1106
H -11.0842 6.3923 -2.0446
H -10.7213 6.2987 -0.3096
H -10.3000 4.1596 -1.3636
H -8.7886 4.7864 -0.7739
H -8.2279 6.5867 -3.2849
H -7.7559 5.2467 -4.2959
H -5.8281 5.8519 -2.9920
H -6.4048 4.2552 -2.4561
H -6.4008 3.9802 -0.3433
H -6.6527 5.3143 0.7897
H -5.1157 5.2031 -0.0950
C -0.3416 -3.8230 1.9063
O 0.5268 -4.9292 1.7289
C 1.8666 -4.5584 1.4243
C 2.8705 -5.3197 2.2866
O 2.8679 -4.9900 3.6783
C 1.7191 -5.3744 4.4391
C 1.4938 -6.8798 4.5753
O 1.0573 -7.4404 3.3420
C 1.6777 -8.6706 3.0189
H -0.6881 -3.4646 0.9316
H -1.2031 -4.1595 2.4864
H 0.1386 -3.0086 2.4574
H 2.0226 -3.4775 1.5460
H 2.0367 -4.8087 0.3712
H 3.8727 -5.0572 1.9310
H 2.7850 -6.3968 2.1480
H 0.8294 -4.8673 4.0686
H 1.8957 -4.9759 5.4437
H 0.7055 -7.0615 5.3150
H 2.4181 -7.3539 4.9277
H 2.7377 -8.6805 3.2898
H 1.6043 -8.8119 1.9387
H 1.1563 -9.4907 3.5187
*
```

These are the Mulliken partial charges, in e, on atoms 1 to 2:
1. C -1.027
2. C -0.411